Record 1
The following is a quantum chemistry calculation of a cluster of 2 separate species, C3H5NO3 in total in a non-equilibrium geometry, from the Open Molecules 2025 dataset.

Geometry (Å):
O (1.341, 1.543, 1.035)
O (1.102, -2.359, 0.331)
O (-1.882, 2.034, -0.237)
N (-1.330, 0.795, -0.590)
C (0.424, 0.913, 0.664)
C (-0.471, 0.013, 0.322)
C (1.723, -1.622, -0.413)
H (1.335, -1.149, -1.331)
H (2.831, -1.480, -0.310)
H (-2.090, 0.227, -0.962)
H (-2.257, 1.981, 0.643)
H (-0.727, -0.897, 0.847)

Properties
E_tot = -10819.7119 eV
Strongest force on any atom = 0.0717 hartree/bohr
ΔE to the lowest compared entry with this formula, charge and spin = 137.8 kcal per mole
Spin multiplicity = 1

***

Record 2
The following is a quantum chemistry calculation of a structure of composition C20H25IN4NiO3 in a non-equilibrium geometry, from the Open Molecules 2025 dataset.

Geometry (Å):
I (3.133, -1.335, 0.027)
Ni (1.312, 0.107, -0.649)
O (0.091, 2.777, 0.705)
O (-1.188, -1.400, -0.076)
O (-2.593, 1.076, 3.772)
N (-1.519, 1.816, 1.926)
N (0.351, 1.221, -2.037)
N (2.429, 1.825, -0.553)
N (-0.110, 0.425, 0.706)
C (3.976, 3.346, 0.481)
C (-3.395, -1.027, 1.879)
C (2.538, 4.114, -1.275)
C (-1.003, -2.953, 2.757)
C (3.316, 2.117, 0.424)
C (1.431, -4.347, -2.238)
C (-0.925, 3.015, -3.764)
C (-1.466, 1.746, -3.531)
C (2.348, -4.245, -1.023)
C (-2.035, 0.809, 2.716)
C (-1.922, -0.602, 2.118)
C (-0.438, 1.719, 1.066)
C (-1.073, -0.547, 0.834)
C (3.583, 4.366, -0.389)
C (0.203, 3.405, -3.045)
C (2.008, 2.817, -1.385)
C (-1.151, -1.499, 3.140)
C (-3.705, -2.304, 1.131)
C (0.861, 2.476, -2.225)
C (-0.833, 0.893, -2.619)
H (-2.381, 1.417, -4.025)
H (-0.161, -1.030, 3.268)
H (2.077, 4.909, -1.858)
H (-1.282, -0.067, -2.355)
H (-3.607, -3.193, 1.766)
H (-3.858, -1.057, 2.876)
H (0.437, -4.698, -1.950)
H (-1.893, -3.523, 3.044)
H (-0.134, -3.367, 3.281)
H (-0.842, -3.051, 1.676)
H (-3.060, -2.389, 0.249)
H (3.518, 1.331, 1.155)
H (4.769, 3.493, 1.215)
H (-1.385, 3.714, -4.466)
H (1.331, -3.373, -2.715)
H (-4.748, -2.230, 0.801)
H (3.349, -3.905, -1.293)
H (4.054, 5.353, -0.373)
H (-1.660, 2.773, 2.215)
H (2.452, -5.192, -0.480)
H (-1.670, -1.391, 4.100)
H (1.829, -5.050, -2.977)
H (0.573, 4.431, -3.063)
H (-3.867, -0.190, 1.340)
H (1.935, -3.527, -0.302)

Properties
Expectation value of S² = 2.007
E_tot = -82395.4394 eV
Strongest force on any atom = 0.0399 hartree/bohr
ΔE to the lowest compared entry with this formula, charge and spin = 7.2 kcal per mole
Spin multiplicity = 3